26
Properties=species:S:1:pos:R:3:mulliken_charge:R:1 method="wB97M-V/def2-TZVPD" e_tot_ev=-34685.573 gap_ev="6.85 / 7.62" charge=0 relative_energy_kcal_mol=91.4
C 2.6977 -1.5951 1.4338 -0.452
C -3.9248 0.1832 -0.4859 -0.441
C 3.2146 -2.1834 0.2078 -0.426
C -4.0228 -0.4598 0.7413 -0.284
C 1.9430 -0.4228 1.3617 -0.454
C -2.6624 0.7645 -0.8275 -0.369
C 2.7773 -1.6942 -0.9370 -0.321
C -2.9382 -0.5415 1.6769 -0.359
C 1.7838 0.1087 0.0673 0.620
C -1.7568 0.7237 0.1969 0.388
C 1.3769 2.2264 -1.8896 -0.906
N 2.1225 -0.5407 -1.0492 -0.475
N -1.8450 0.1168 1.3089 -0.308
P 1.0705 1.8361 -0.0719 0.306
S 1.9353 2.9858 1.2956 -0.379
H 2.7866 -2.1730 2.2970 0.432
H -4.7243 0.5033 -1.0443 0.435
H 3.7473 -3.1478 0.0748 0.307
H -4.9562 -1.0048 1.0320 0.281
H 1.4153 0.0497 2.1819 0.328
H -2.5281 1.0866 -1.9132 0.285
H 3.0218 -2.0959 -1.8610 0.458
H -2.9827 -1.2616 2.4750 0.366
H 0.4333 2.5624 -2.0923 0.300
H 2.1827 3.0518 -1.8847 0.279
H 1.7190 1.3435 -2.3633 0.389